# 1
{
  "formula": "C36H63N9",
  "method": "ωB97M-V with the def2-TZVPD basis set",
  "symbols": ["N", "N", "N", "N", "N", "N", "N", "N", "N", "C", "C", "C", "C", "C", "C", "C", "C", "C", "C", "C", "C", "C", "C", "C", "C", "C", "C", "C", "C", "C", "C", "C", "C", "C", "C", "C", "C", "C", "C", "C", "C", "C", "C", "C", "C", "H", "H", "H", "H", "H", "H", "H", "H", "H", "H", "H", "H", "H", "H", "H", "H", "H", "H", "H", "H", "H", "H", "H", "H", "H", "H", "H", "H", "H", "H", "H", "H", "H", "H", "H", "H", "H", "H", "H", "H", "H", "H", "H", "H", "H", "H", "H", "H", "H", "H", "H", "H", "H", "H", "H", "H", "H", "H", "H", "H", "H", "H", "H"],
  "xyz": [[0.66138, -2.22194, -1.78642], [-2.67666, 0.27420, 0.56742], [-3.69950, -2.21349, 2.99486], [2.60347, 1.76833, -4.07132], [2.64985, -2.95920, 0.77762], [2.21805, -7.34978, 1.41421], [0.69485, 5.84711, -3.06473], [-7.70644, 1.67806, -1.35565], [2.46482, 1.13562, 0.70949], [-4.07685, 1.31633, 3.80259], [1.81756, -4.79077, 2.02660], [-6.12788, -0.96179, 0.36400], [4.24465, -0.82454, -1.48397], [3.26362, -2.04929, 0.43146], [-2.13745, -0.15892, 3.06428], [-0.09850, -2.97821, -1.42804], [-2.99358, -1.27317, 3.01846], [0.68945, 0.63391, -1.35568], [1.94695, 4.40425, -1.08613], [-1.64629, -5.00746, -3.10392], [0.81253, 0.13287, 0.19332], [-6.98766, 0.26505, 0.74938], [-2.20302, -4.24707, -1.90690], [2.05838, -6.18918, 1.68814], [-0.32242, -0.80241, 0.66173], [-1.10249, -3.96150, -0.93313], [3.70389, 3.27193, 3.34419], [3.17015, 1.81591, 3.20070], [3.16856, 2.18683, -1.49215], [-4.60208, -0.92729, 0.78711], [2.74478, 1.45452, 1.81770], [0.57805, 4.80422, -3.62920], [-1.66129, -0.20272, 0.62764], [3.27444, 3.65388, -1.04306], [-1.91266, 3.06309, -3.09096], [-7.39004, 1.09203, -0.43883], [4.02056, -0.88284, 0.05185], [4.77216, 3.72417, 2.28118], [-2.81694, 1.19205, 2.86463], [-0.54267, 2.58034, -3.59127], [3.00735, -0.58460, -2.38492], [0.36019, 3.52301, -4.36654], [2.83479, 1.97085, -2.93603], [0.07088, -2.99540, 2.12495], [0.41840, -4.40395, 1.56584], [-4.27770, 2.38631, 3.85652], [3.14229, -1.05950, -3.35670], [-6.26836, -1.22334, -0.68480], [3.67933, 0.09215, 0.39982], [0.27772, -4.48968, 0.48836], [-3.95301, -0.08716, 0.54011], [-0.48940, -4.82128, -0.66296], [-4.57389, -0.98432, 1.87526], [3.67297, 3.77788, -0.03613], [0.01239, 3.73725, -5.37712], [5.03298, -0.87059, 0.45551], [-1.34838, -0.40023, 2.35208], [2.78223, 3.82794, 3.17244], [4.42545, 3.67037, 1.24919], [2.04420, 5.41791, -0.69737], [-1.87035, 3.92682, -2.42741], [2.84362, 0.48093, -2.54596], [2.07953, -4.56855, 3.06104], [4.94885, -0.01717, -1.68490], [-2.43966, -5.14329, -3.83891], [1.60231, 1.05704, -1.77487], [3.99627, 4.13898, -1.70013], [1.44964, 4.43757, -2.05551], [5.14632, 4.72457, 2.49864], [5.69645, 3.14665, 2.26556], [-4.04269, 0.95312, 4.82974], [2.08787, -0.96912, -1.94354], [-2.73476, -3.36231, -2.25699], [4.77694, -1.72045, -1.80351], [0.02231, 2.29729, -2.70313], [-1.87631, -0.16239, 4.12254], [-2.55078, 3.35191, -3.92611], [-0.09066, -3.13455, 3.19389], [-0.42396, -5.02469, 1.87115], [2.42125, -4.27142, 1.28234], [0.94662, 0.88589, 0.96990], [-7.75928, -0.20417, 1.35974], [2.35325, 1.71997, -0.93951], [-3.08751, 1.23910, 1.80979], [-6.54853, -1.87427, 0.78655], [-2.37315, 2.27421, -2.49623], [-0.25540, -1.78050, 0.18535], [-4.21217, -1.84603, 0.34898], [-4.92132, 0.89161, 3.25986], [-0.11975, 1.34425, -1.52512], [1.75808, -0.40041, 0.09504], [-0.75880, 1.66939, -4.14945], [4.15193, 1.81509, -1.20425], [2.41841, 1.56191, 3.94802], [0.45706, -0.16790, -2.05655], [-0.16538, -0.95997, 1.72878], [-0.85445, -4.39093, -3.52934], [-0.88858, -2.67506, 1.71886], [1.36091, 3.81065, -0.38449], [-2.99747, -4.68940, -1.30582], [-1.56817, -3.46714, -0.08058], [-6.39737, 0.88283, 1.42615], [0.84374, -2.24756, 1.94743], [-1.40369, -5.96326, -2.63950], [3.97635, 1.08770, 3.28929], [4.02748, 3.50178, 4.35935], [1.33787, 3.10938, -4.61380], [-2.06705, 1.95519, 3.07291]],
  "mulliken_charge": [-0.311, -0.613, -0.689, -0.884, -0.114, -0.615, -0.574, -0.434, 0.321, -1.247, 0.220, -1.131, -1.298, 0.031, 0.176, 0.330, 0.294, -1.456, -0.394, -1.282, 2.416, -0.204, -1.027, 0.089, -0.131, 0.041, -0.531, -1.186, 1.733, -0.391, 0.413, 0.173, -0.470, -0.456, -1.378, 0.187, 0.965, -0.408, -0.269, 1.511, 0.417, -0.698, -0.082, 0.115, -0.961, 0.423, 0.582, 0.586, -1.202, -0.757, 0.689, 1.313, 0.083, -0.931, 0.475, 0.723, -0.818, 0.317, 0.367, 0.530, 0.265, -0.259, 0.518, 0.605, 0.407, -1.316, 0.646, -0.597, 0.378, 0.338, 0.325, -0.007, 0.442, 0.427, -1.370, 0.643, 0.407, 0.413, 0.896, -0.155, 0.902, 0.343, -0.445, 0.287, 0.393, 0.374, -0.597, 0.027, 0.123, 0.805, -2.324, 0.498, 0.182, 0.377, -0.054, 1.097, 0.346, -0.726, 0.172, 0.504, -0.324, -0.018, 0.449, 0.323, 0.377, 0.422, 0.325, 0.580],
  "e_above_lowest_kcal_mol": 426.5,
  "lumo_energy_ev": -0.2757,
  "energy_ev": -51745.523
}



# 2
{
  "formula": "C12H21MnN3O5S3",
  "method": "ωB97M-V with the def2-TZVPD basis set",
  "symbols": ["Mn", "S", "S", "S", "O", "O", "O", "O", "O", "N", "N", "N", "C", "C", "C", "C", "C", "C", "C", "C", "C", "C", "C", "C", "H", "H", "H", "H", "H", "H", "H", "H", "H", "H", "H", "H", "H", "H", "H", "H", "H", "H", "H", "H", "H"],
  "xyz": [[-0.00526, 0.49919, -0.12905], [-0.21534, 0.22166, -2.66125], [0.30937, -2.07258, 1.81043], [-2.55053, -0.17513, -0.33419], [0.72943, 4.67460, 0.62986], [-0.17048, 2.74762, -0.09754], [-1.01124, 1.13526, 2.12999], [2.03712, -0.38642, -0.29963], [4.21030, -0.58087, 0.23331], [1.69279, 1.55264, 1.56324], [-0.35764, -2.85407, -0.64712], [1.29853, -4.07530, 0.39425], [2.05698, 2.67927, 0.70688], [0.77713, -5.38636, 0.03756], [0.41793, -3.00623, 0.43229], [0.76588, 3.46322, 0.37115], [-0.10180, 1.21695, 3.20644], [1.14370, 2.01573, 2.83355], [-2.87251, 0.40937, -1.96647], [-1.92511, 0.55258, -2.90894], [-4.32902, 0.73410, -2.24235], [3.05284, -0.18611, 0.42267], [2.78804, 0.61428, 1.72651], [-2.24370, 1.05751, -4.29826], [1.59740, -6.05947, -0.21611], [-1.99949, 2.12271, -4.37346], [2.50879, -0.13322, 2.47493], [0.12088, -5.29322, -0.82306], [-1.00634, -2.05489, -0.64723], [-0.58448, 1.68762, 4.07604], [2.47962, 2.28352, -0.21980], [-1.61859, 0.52725, -5.01825], [2.78704, 3.34388, 1.19153], [3.71473, 1.11129, 2.05038], [0.85636, 3.06624, 2.73132], [-4.45027, 1.76004, -2.60563], [-1.09163, 2.00352, 1.69956], [1.88502, 1.95587, 3.64441], [-4.75871, 0.05929, -2.99287], [1.85877, -4.07845, 1.23182], [0.04733, -3.05907, -1.55048], [0.15442, 0.18698, 3.45999], [-4.90044, 0.62477, -1.32276], [0.19843, -5.82894, 0.85932], [-3.29625, 0.92337, -4.56297]],
  "lowdin_spin": [4.718, 0.050, 0.015, 0.037, 0.004, 0.039, 0.021, 0.036, 0.005, 0.019, 0.004, 0.002, 0.002, 0.000, 0.003, 0.004, 0.002, 0.002, 0.008, 0.008, 0.002, 0.005, 0.001, 0.003, 0.000, 0.000, 0.000, 0.000, 0.002, 0.001, 0.001, 0.001, 0.000, 0.001, 0.000, 0.000, 0.001, 0.001, 0.000, 0.000, 0.000, 0.000, 0.001, 0.000, 0.000],
  "e_above_lowest_kcal_mol": 0.0,
  "charge": -2,
  "s2": 8.754,
  "multiplicity": 6,
  "lumo_energy_ev": [4.6363, 4.6295],
  "energy_ev": -91323.216
}



# 3
{
  "formula": "C3H9N",
  "method": "ωB97M-V with the def2-TZVPD basis set",
  "symbols": ["N", "C", "C", "C", "H", "H", "H", "H", "H", "H", "H", "H", "H"],
  "xyz": [[-1.04310, -1.43766, -0.57267], [-0.48780, -1.71588, 0.54762], [1.35545, 3.61319, 1.01404], [-1.05514, -2.56643, -1.57041], [1.90009, 2.88221, 0.47810], [0.13589, -2.57407, 0.56333], [-1.97149, -3.12361, -1.29298], [1.02056, 3.41550, 2.07793], [-0.90843, -1.39024, 1.54692], [0.51657, 3.63737, 0.48010], [1.94719, 4.55039, 0.93461], [-1.17898, -2.05880, -2.55604], [-0.23081, -3.23196, -1.65055]],
  "mulliken_charge": [-0.378, -0.291, -1.024, -0.670, 0.269, 0.265, 0.271, 0.209, 0.235, 0.304, 0.242, 0.221, 0.347],
  "e_above_lowest_kcal_mol": 51.4,
  "smiles": "C=NC.C",
  "lumo_energy_ev": 1.0197,
  "energy_ev": -4744.880
}